Record 1
Computed, not measured: a molecular structure, C16H32AsBBe2Cl5F8N3O11S2Si, with the ωB97M-V functional and the def2-TZVPD basis.

The value obtained for the LUMO energy is -6.756 eV. For the frontier orbital gap, the calculation gives 1.802 eV. The calculation puts the HOMO energy at -8.56 eV.

The geometry in ORCA input format:
```
! wB97M-V def2-TZVPD RIJCOSX def2/J DEFGRID3
* xyz 0 1
C -1.892 1.068 1.844
Si -1.584 0.846 -0.004
C -0.874 -0.872 -0.438
C -0.189 2.069 -0.478
C -3.080 1.290 -1.136
C -2.985 2.745 -1.463
N -2.843 3.821 -1.690
C -4.507 0.996 -0.516
C -4.910 2.153 0.326
N -5.189 3.065 0.903
B -4.652 -0.425 0.207
O -5.229 -0.497 1.467
O -4.234 -1.610 -0.338
H -2.920 1.341 2.120
H -1.163 1.739 2.318
H -1.714 0.083 2.320
H -0.431 -1.337 0.457
H -1.607 -1.536 -0.922
H -0.043 -0.767 -1.161
H -0.515 3.060 -0.148
H 0.696 1.752 0.087
H -0.068 2.002 -1.569
H -2.994 0.744 -2.088
H -5.223 0.985 -1.376
H -6.160 -0.253 1.417
H -4.092 -1.524 -1.289
F 0.328 3.600 2.070
As 0.134 4.540 3.539
F -1.578 4.651 3.249
F 0.396 6.008 2.630
F -0.033 5.472 5.004
F 1.872 4.414 3.821
F -0.109 3.063 4.443
C 0.576 -3.717 3.790
C 0.759 -3.335 2.345
O 0.492 -2.230 1.942
C 1.297 -4.393 1.411
H 0.187 -2.864 4.342
H -0.134 -4.542 3.871
H 1.536 -4.009 4.224
H 0.626 -5.254 1.386
H 2.305 -4.711 1.751
H 1.383 -3.984 0.404
C 6.379 5.262 3.560
C 5.660 6.540 3.147
O 4.474 6.236 2.428
O 6.707 4.453 2.393
H 7.312 5.492 4.075
H 5.755 4.651 4.210
H 6.290 7.122 2.473
H 5.410 7.145 4.022
H 3.824 5.855 3.038
H 5.966 4.504 1.738
Be 3.983 -4.026 1.978
C 4.845 -3.984 -3.642
C 5.059 -3.917 -2.152
O 4.126 -3.804 -1.387
C 6.479 -3.998 -1.654
H 3.780 -3.915 -3.857
H 5.358 -3.153 -4.128
H 5.222 -4.932 -4.030
H 7.062 -3.168 -2.055
H 6.927 -4.946 -1.956
H 6.486 -3.938 -0.567
Cl 4.766 3.454 2.293
C 3.782 -8.589 1.336
Cl 2.435 -8.317 2.452
Cl 3.437 -9.996 0.325
Cl 3.989 -7.161 0.308
Cl 5.265 -8.870 2.257
N -6.138 1.850 -5.700
S -7.671 2.274 -5.686
O -8.169 2.794 -4.463
O -8.550 1.448 -6.458
F -7.567 3.574 -6.573
S -5.865 0.594 -4.828
O -4.447 0.385 -4.560
O -6.598 -0.594 -5.113
F -6.383 0.993 -3.395
Be -2.640 0.728 -5.773
O -9.637 -1.045 -6.602
H -8.748 -0.650 -6.529
*
```

Record 2
Computed, not measured: a molecular structure, C3H6ClO, with the ωB97M-V functional and the def2-TZVPD basis.

Its energy above the lowest of the compared OMol25 structures with the same formula, charge and spin is 1.963 eV. The value obtained for the LUMO energy is -5.203 eV. For the frontier orbital gap, the calculation gives 8.779 eV. The calculation puts the HOMO energy at -13.98 eV.

The geometry in ORCA input format:
```
! wB97M-V def2-TZVPD RIJCOSX def2/J DEFGRID3
* xyz 1 1
C 0.599 0.994 1.161
C 0.607 0.192 -0.979
C -1.619 -0.770 0.023
O 0.484 1.154 -0.122
Cl -1.389 -0.056 1.472
H 0.482 1.891 1.751
H 1.205 0.186 1.561
H 0.401 0.447 -2.007
H 1.128 -0.721 -0.741
H -1.339 -1.801 -0.106
H -2.259 -0.293 -0.700
*
```

Record 3
Computed, not measured: C4H4O in the gas phase, with the ωB97M-V functional and the def2-TZVPD basis.

Its energy above the lowest of the compared OMol25 structures with the same formula, charge and spin is 5.110 eV. The value obtained for the LUMO energy is 0.265 eV. For the frontier orbital gap, the calculation gives 8.939 eV. The calculation puts the HOMO energy at -8.67 eV.

The geometry in ORCA input format:
```
! wB97M-V def2-TZVPD RIJCOSX def2/J DEFGRID3
* xyz 0 1
C -1.919 0.638 -1.094
C -0.869 0.212 -0.695
C 0.422 -0.258 -0.236
C 1.002 -0.357 1.952
O 0.284 -0.937 1.028
H -2.860 1.000 -1.440
H 0.928 -0.908 -0.944
H 1.050 0.619 -0.029
H 1.961 -0.009 1.459
*
```

Record 4
Computed, not measured: a molecular structure, C7H16GaO, with the ωB97M-V functional and the def2-TZVPD basis.

The value obtained for the LUMO energy is 3.740 eV. For the frontier orbital gap, the calculation gives 7.597 eV. The calculation puts the HOMO energy at -3.86 eV.

The geometry in ORCA input format:
```
! wB97M-V def2-TZVPD RIJCOSX def2/J DEFGRID3
* xyz -1 1
C 0.257 -3.143 1.356
C -0.080 -1.881 1.135
Ga -1.157 -1.475 -0.566
C -1.918 0.427 -0.651
C -1.497 1.386 0.484
C 0.004 1.697 0.606
C 0.754 1.964 -0.697
O 2.144 1.628 -0.550
C 2.406 0.246 -0.677
H 0.545 -3.728 0.488
H 0.191 -3.624 2.329
H 0.237 -1.160 1.897
H -2.340 -2.578 -0.643
H -0.191 -1.794 -1.841
H -3.007 0.351 -0.610
H -1.682 0.903 -1.606
H -2.090 2.305 0.422
H -1.807 0.920 1.423
H 0.527 0.957 1.199
H 0.075 2.621 1.190
H 0.740 3.013 -0.984
H 0.370 1.395 -1.544
H 3.280 0.113 -1.320
H 1.590 -0.323 -1.119
H 2.650 -0.221 0.280
*
```

Record 5
Computed, not measured: a molecular structure, C49H52AsCoN3O3, with the ωB97M-V functional and the def2-TZVPD basis.

Its energy above the lowest of the compared OMol25 structures with the same formula, charge and spin is 0.499 eV. The value obtained for the LUMO energy (spin up / spin down) is 0.280 / 0.170 eV. For the frontier orbital gap (spin up / spin down), the calculation gives 7.958 / 7.945 eV. The calculation puts the HOMO energy (spin up / spin down) at -7.68 / -7.77 eV.

The geometry in ORCA input format:
```
! wB97M-V def2-TZVPD RIJCOSX def2/J DEFGRID3
* xyz 0 4
Co -0.065 -0.922 0.058
C -2.287 2.000 -2.239
C -1.854 0.541 -2.094
C -1.004 0.101 -3.290
C -3.019 -0.403 -1.938
C -4.102 -0.280 -2.791
C -5.160 -1.166 -2.721
C -5.066 -2.251 -1.873
C -3.986 -2.436 -1.019
C -3.939 -3.763 -0.284
C -4.711 -3.742 1.041
C -2.528 -4.322 -0.101
C -3.000 -1.427 -0.969
N -2.040 -1.397 0.041
C -2.501 -1.311 1.308
O -3.646 -1.036 1.652
C -1.393 -1.465 2.319
C -1.512 -1.200 3.672
C -0.360 -1.243 4.449
C 0.870 -1.481 3.850
C 0.908 -1.716 2.483
N -0.219 -1.776 1.782
C 2.134 -1.859 1.608
O 3.176 -2.358 2.015
N 1.874 -1.407 0.370
C 2.828 -1.476 -0.651
C 4.024 -0.736 -0.635
C 4.903 -0.876 -1.701
C 4.621 -1.700 -2.770
C 3.433 -2.408 -2.795
C 2.527 -2.297 -1.758
C 1.261 -3.121 -1.745
C 1.552 -4.424 -0.998
C 0.692 -3.443 -3.128
C 4.416 0.159 0.518
C 4.845 1.552 0.044
C 5.550 -0.508 1.302
H -1.446 2.667 -2.033
H -3.097 2.239 -1.550
H -2.626 2.193 -3.255
H -1.210 0.455 -1.197
H -1.588 0.124 -4.207
H -0.650 -0.915 -3.134
H -0.143 0.757 -3.401
H -4.129 0.528 -3.506
H -6.027 -1.038 -3.354
H -5.857 -2.988 -1.873
H -4.473 -4.468 -0.936
H -4.123 -3.295 1.835
H -4.977 -4.756 1.334
H -5.624 -3.160 0.937
H -1.933 -3.711 0.571
H -2.017 -4.367 -1.061
H -2.582 -5.329 0.308
H -2.478 -0.942 4.073
H -0.422 -1.045 5.510
H 1.788 -1.460 4.414
H 5.845 -0.347 -1.691
H 5.327 -1.806 -3.579
H 3.227 -3.075 -3.618
H 0.480 -2.543 -1.181
H 2.286 -4.996 -1.566
H 0.651 -5.023 -0.889
H 1.966 -4.226 -0.013
H 1.229 -4.278 -3.574
H 0.758 -2.590 -3.800
H -0.354 -3.730 -3.039
H 3.556 0.279 1.187
H 5.760 1.504 -0.541
H 5.042 2.185 0.908
H 4.069 2.020 -0.562
H 6.404 -0.693 0.653
H 5.203 -1.455 1.705
H 5.873 0.124 2.128
O 0.004 0.870 1.202
As -0.019 2.488 1.011
C 0.964 3.180 2.539
C 0.322 3.183 3.770
C 1.039 3.468 4.919
C 2.399 3.727 4.839
C 3.043 3.701 3.612
C 2.326 3.430 2.458
C -1.882 3.079 1.097
C -2.804 2.050 1.225
C -4.157 2.315 1.327
C -4.591 3.631 1.328
C -3.676 4.664 1.205
C -2.321 4.396 1.088
C 0.882 2.891 -0.682
C 0.842 4.123 -1.323
C 1.437 4.259 -2.568
C 2.069 3.182 -3.173
C 2.111 1.955 -2.532
C 1.520 1.816 -1.288
H -0.738 2.952 3.817
H 0.546 3.478 5.880
H 2.960 3.935 5.739
H 4.110 3.869 3.565
H 2.817 3.410 1.490
H -2.446 1.030 1.250
H -4.849 1.491 1.397
H -5.641 3.854 1.425
H -4.027 5.686 1.203
H -1.610 5.208 1.005
H 0.344 4.964 -0.858
H 1.409 5.214 -3.069
H 2.536 3.294 -4.140
H 2.598 1.105 -2.990
H 1.548 0.853 -0.781
*
```

Record 6
Computed, not measured: 2 unconnected molecules or ions with the total composition CH4ClOP, with the ωB97M-V functional and the def2-TZVPD basis.

Its energy above the lowest of the compared OMol25 structures with the same formula, charge and spin is 4.193 eV. The value obtained for the LUMO energy (spin up / spin down) is -1.471 / -1.472 eV. For the frontier orbital gap (spin up / spin down), the calculation gives 7.763 / 7.850 eV. The calculation puts the HOMO energy (spin up / spin down) at -9.23 / -9.32 eV.

The geometry in ORCA input format:
```
! wB97M-V def2-TZVPD RIJCOSX def2/J DEFGRID3
* xyz 0 1
C -0.348 -1.292 0.326
O 0.023 -0.388 -0.649
P 0.039 1.941 0.072
Cl 1.930 2.284 -0.354
H 0.260 -1.308 1.358
H -0.382 -2.295 -0.034
H -1.391 -1.148 0.632
H -0.131 2.206 -1.350
*
```

| no. | strongest force on any atom (eV Å⁻¹) |
| --- | --- |
| 1 | 6.75 |
| 2 | 2.27 |
| 3 | 1.97 |
| 4 | 1.54 |
| 5 | 1.69 |
| 6 | 4.05 |